No. 1
Computed, not measured: a 2-piece molecular cluster, C5H4N2O overall at a distorted geometry, with ωB97M-V with the def2-TZVPD basis set.

XYZ file:
```
12
Properties=species:S:1:pos:R:3:forces:R:3:mulliken_charge:R:1
O 2.652 -0.516 0.000 0.11 -0.07 0.04 -0.009
N 1.713 -1.483 -0.035 -0.67 -0.61 -0.03 -0.411
N 2.091 0.698 0.038 -0.47 0.92 0.02 -0.309
C 0.540 -0.906 -0.016 0.43 0.11 -0.02 0.692
C -0.446 2.157 0.002 3.70 -5.40 0.13 -0.623
C 0.822 0.477 0.034 -2.34 4.47 -0.18 0.320
C -0.746 -1.629 -0.028 -0.15 -0.12 0.05 -1.078
C -1.368 2.912 0.016 -0.09 0.52 0.05 0.084
H -1.114 -1.741 0.991 -0.06 -0.01 0.02 0.259
H -0.608 -2.617 -0.458 -0.05 -0.01 -0.02 0.339
H -1.486 -1.069 -0.597 0.00 -0.04 -0.02 0.328
H -2.049 3.715 0.053 -0.41 0.24 -0.04 0.410
```
Positions in Å, forces in eV/Å.

E_HOMO: -10.91 eV
Charge: 0

---

No. 2
Computed, not measured: C45H54Br2ClN2O2PdSi as an isolated structure at a distorted geometry, with ωB97M-V with the def2-TZVPD basis set.

XYZ file:
```
108
Properties=species:S:1:pos:R:3:forces:R:3:mulliken_charge:R:1
Pd 1.609 1.875 -1.085 1.10 0.20 -0.08 0.736
Br 1.554 0.714 1.533 -0.02 -0.03 -0.06 -0.028
Br 0.817 -2.253 -0.207 0.00 -0.04 -0.03 -0.269
Cl -1.020 4.081 -0.775 -0.01 0.04 0.01 0.191
Si -0.242 -4.212 0.342 -0.01 -0.01 0.07 -0.552
O 1.305 3.585 -4.228 0.07 0.04 0.01 -0.790
O 2.887 2.895 -2.275 -0.06 0.09 0.04 -0.881
N 3.093 4.264 -0.395 0.12 -0.04 -0.02 -0.228
N 2.349 3.420 0.311 -0.37 0.01 -0.13 0.263
C -1.802 3.263 0.492 -0.02 -0.12 -0.02 0.596
C 1.560 0.489 -2.478 -0.15 0.11 0.35 -0.349
C 2.696 -0.267 -2.504 -0.07 -0.15 -0.17 -0.416
C 1.597 -5.871 -1.057 0.01 -0.01 0.02 -1.997
C 1.147 -5.528 0.373 0.01 0.00 -0.05 2.505
C 1.518 2.460 2.322 -0.02 -0.10 -0.02 -0.063
C -2.654 3.959 1.327 0.02 0.00 0.01 -0.789
C 1.641 -1.830 -4.003 -0.02 -0.02 -0.03 -0.637
C 2.213 3.501 1.580 -0.01 0.09 -0.01 -0.338
C -1.597 1.860 0.688 0.04 0.10 0.02 0.618
C 0.485 6.200 5.710 0.00 0.00 0.00 -0.456
C 0.974 3.848 5.645 -0.02 0.00 0.02 -0.463
C 0.474 -1.027 -4.032 -0.03 -0.01 0.00 0.789
C 1.720 5.030 -2.331 0.00 0.07 0.08 0.691
C -2.068 -4.915 2.428 0.02 0.01 0.00 -1.909
C -2.267 1.220 1.774 0.07 0.03 0.00 -0.374
C -0.062 5.457 -3.914 -0.01 -0.01 0.01 -0.522
C -0.922 -4.263 -2.451 0.01 -0.02 -0.03 -1.964
C 0.832 5.024 6.362 0.00 0.00 0.00 -0.600
C -1.663 -2.465 2.135 -0.02 0.01 0.00 -2.026
C 0.300 6.990 -2.100 0.00 0.00 -0.01 -0.983
C -1.011 -3.855 2.070 0.00 0.01 0.00 2.872
C -2.163 -5.851 -0.986 -0.02 0.01 0.02 -1.786
C -2.660 -3.406 -0.947 0.01 -0.01 -0.04 -2.064
C 0.274 6.194 4.339 -0.01 -0.01 0.00 -0.881
C 0.791 3.837 4.262 0.01 -0.05 -0.03 0.413
C 2.403 -5.044 1.116 -0.01 -0.01 0.02 -1.804
C -1.767 -0.595 -4.847 -0.02 0.03 0.01 -0.954
C 0.649 -6.825 1.036 0.01 0.00 -0.02 -1.743
C -0.810 1.096 -0.148 -0.18 -0.17 -0.07 1.397
C 1.353 6.201 -1.670 -0.01 -0.02 -0.01 -0.404
C -0.703 1.016 -3.404 -0.03 0.00 -0.07 0.383
C -1.779 0.636 -4.156 0.01 -0.01 -0.01 -1.170
C -3.295 3.290 2.360 0.01 0.00 0.01 -0.368
C 0.957 2.572 3.529 -0.13 0.05 -0.01 -0.764
C -0.412 6.606 -3.230 0.01 0.00 0.02 -0.477
C 0.057 -3.858 3.174 0.00 0.01 -0.01 -2.200
C 0.424 5.020 3.618 -0.01 0.02 -0.02 -0.179
C 2.732 -1.451 -3.279 0.04 0.04 0.03 -1.022
C -0.661 -1.392 -4.799 0.03 -0.03 0.01 -0.547
C -1.536 -4.448 -1.054 -0.01 0.03 0.00 2.523
C -3.108 1.921 2.590 -0.02 0.02 0.03 -0.974
C 2.926 4.216 -1.863 -0.02 -0.07 0.02 -0.335
C 0.438 0.178 -3.285 0.01 0.04 -0.03 1.454
C 1.008 4.670 -3.486 0.00 -0.06 -0.04 0.654
H -1.237 7.210 -3.586 0.00 0.00 0.00 0.405
H 1.655 -2.743 -4.586 0.01 0.00 0.00 0.439
H -2.159 -2.356 3.107 0.01 0.01 -0.01 0.543
H -2.942 -4.868 1.781 -0.04 0.03 -0.04 0.361
H 2.453 -6.550 -1.000 0.00 0.00 0.01 0.646
H -0.628 -2.323 -5.354 -0.01 0.00 0.00 0.448
H -2.940 -5.930 -1.753 0.00 0.00 0.00 0.525
H -1.670 -5.930 2.384 -0.02 0.01 -0.01 0.345
H 1.241 2.931 6.156 0.00 0.00 0.00 0.447
H -0.895 -1.691 2.060 0.01 0.02 0.00 0.099
H -2.624 -0.887 -5.440 0.00 0.00 0.00 0.438
H 1.907 6.510 -0.791 0.00 0.00 0.00 0.275
H -0.016 7.104 3.831 0.00 0.00 0.00 0.434
H 3.631 -2.055 -3.282 0.00 -0.01 -0.01 0.428
H 0.416 -6.694 2.092 0.01 0.03 0.05 0.292
H -0.591 5.148 -4.807 0.00 0.00 0.00 0.491
H -2.408 -2.293 1.359 0.01 0.00 0.02 0.285
H 0.044 7.896 -1.567 0.00 0.00 0.00 0.442
H -1.434 -6.635 -1.186 0.02 -0.01 -0.02 0.319
H 2.026 3.105 -3.760 -0.06 -0.06 0.03 0.327
H -2.092 0.164 1.930 0.00 -0.03 -0.02 0.513
H -2.633 -6.063 -0.024 0.02 0.00 -0.02 0.312
H -0.486 -3.272 -2.573 0.01 0.03 0.00 0.153
H 2.226 -4.836 2.169 0.02 0.00 -0.02 0.343
H -2.630 1.298 -4.253 -0.01 -0.01 -0.01 0.518
H -2.412 -4.746 3.453 0.00 0.00 0.00 0.530
H 0.857 -3.144 2.966 0.02 -0.01 -0.01 0.342
H -2.814 5.016 1.167 -0.01 0.00 0.00 0.541
H 0.232 5.013 2.551 0.01 0.00 -0.01 0.552
H 0.988 5.023 7.433 0.00 0.00 0.00 0.408
H 1.438 -7.580 0.971 0.00 0.00 0.00 0.562
H -3.623 1.431 3.404 0.00 0.01 0.01 0.477
H 3.571 0.027 -1.936 -0.01 0.00 0.02 0.526
H -3.959 3.850 3.006 0.00 0.00 0.00 0.439
H -1.721 -4.365 -3.193 0.00 0.00 0.00 0.622
H -2.268 -2.386 -0.999 0.00 0.01 0.02 0.229
H 0.822 -6.378 -1.629 0.00 -0.03 0.02 0.340
H 1.916 -4.985 -1.610 -0.01 0.01 -0.01 0.303
H -3.257 -3.511 -0.043 -0.02 -0.04 0.04 0.351
H 3.435 5.097 0.062 -0.01 0.02 0.00 0.254
H 0.605 1.672 4.021 0.03 -0.01 0.02 0.501
H 0.369 7.117 6.273 0.00 0.00 0.00 0.406
H -0.161 -5.002 -2.687 -0.04 0.04 -0.01 0.260
H 2.632 4.327 2.152 0.04 -0.02 -0.01 0.664
H -0.368 1.490 -1.075 -0.32 0.02 0.16 -1.764
H -0.234 -7.235 0.543 0.01 0.00 0.02 0.276
H 3.160 -5.831 1.062 0.00 0.00 0.00 0.548
H -0.677 2.014 -2.978 0.00 -0.03 0.04 0.033
H -3.337 -3.534 -1.797 0.00 0.00 0.00 0.596
H -0.412 -3.565 4.119 0.00 0.00 0.00 0.570
H 2.824 -4.149 0.658 0.00 0.01 -0.01 0.279
H 0.503 -4.838 3.329 -0.01 -0.05 -0.01 0.454
H -0.741 0.024 0.001 0.01 0.00 -0.04 -0.130
H 3.841 4.681 -2.255 0.00 -0.02 -0.02 0.226
```
Positions in Å, forces in eV/Å.

E_HOMO (spin up / spin down): -10.08 / -10.08 eV
Charge: +1

---

- Which value of charge does entry 2 give?
  +1

---

- Among the records above, which one has the highest charge?
  C45H54Br2ClN2O2PdSi

---

Copy entry 1 word for word.
Computed, not measured: a 2-piece molecular cluster, C5H4N2O overall at a distorted geometry, with ωB97M-V with the def2-TZVPD basis set.

XYZ file:
```
12
Properties=species:S:1:pos:R:3:forces:R:3:mulliken_charge:R:1
O 2.652 -0.516 0.000 0.11 -0.07 0.04 -0.009
N 1.713 -1.483 -0.035 -0.67 -0.61 -0.03 -0.411
N 2.091 0.698 0.038 -0.47 0.92 0.02 -0.309
C 0.540 -0.906 -0.016 0.43 0.11 -0.02 0.692
C -0.446 2.157 0.002 3.70 -5.40 0.13 -0.623
C 0.822 0.477 0.034 -2.34 4.47 -0.18 0.320
C -0.746 -1.629 -0.028 -0.15 -0.12 0.05 -1.078
C -1.368 2.912 0.016 -0.09 0.52 0.05 0.084
H -1.114 -1.741 0.991 -0.06 -0.01 0.02 0.259
H -0.608 -2.617 -0.458 -0.05 -0.01 -0.02 0.339
H -1.486 -1.069 -0.597 0.00 -0.04 -0.02 0.328
H -2.049 3.715 0.053 -0.41 0.24 -0.04 0.410
```
Positions in Å, forces in eV/Å.

E_HOMO: -10.91 eV
Charge: 0